[1]
C40H51N6O6PSZr | ωB97M-V with the def2-TZVPD basis set

Each line ends with the Mulliken charge.
Positions of all 106 atoms, in Å:
Zr -0.078 -0.486 -0.153  -0.667
O 1.598 -4.457 0.235  -0.782
C 1.323 -3.287 0.007  0.557
N 0.422 -2.486 0.636  1.429
C -0.299 -2.960 1.763  -0.087
C -0.121 -4.195 2.386  -0.839
C -0.881 -4.537 3.497  -0.749
C -1.828 -3.663 3.991  -0.753
C -2.035 -2.438 3.372  -0.868
C -1.280 -2.076 2.259  -0.429
N -1.397 -0.845 1.562  1.667
C -2.424 0.008 1.824  0.412
O -3.400 -0.159 2.539  -0.776
C -2.329 1.329 1.094  0.056
C -3.244 2.335 1.350  -0.624
C -3.166 3.502 0.612  -0.900
C -2.175 3.630 -0.352  -0.915
C -1.295 2.582 -0.535  -1.172
N -1.374 1.459 0.177  2.161
C 2.083 -2.611 -1.109  0.270
C 3.024 -3.318 -1.840  -0.913
C 3.702 -2.662 -2.852  -0.627
C 3.419 -1.326 -3.099  -0.776
C 2.469 -0.698 -2.315  -0.953
N 1.827 -1.328 -1.336  1.343
H 0.613 -4.881 2.004  0.579
H -0.723 -5.500 3.967  0.410
H -2.424 -3.925 4.857  0.413
H -2.785 -1.764 3.746  0.545
H -4.005 2.158 2.096  0.593
H -3.876 4.302 0.776  0.487
H -2.084 4.523 -0.955  0.567
H -0.496 2.641 -1.266  0.417
H 3.189 -4.357 -1.596  0.618
H 4.441 -3.185 -3.445  0.447
H 3.917 -0.777 -3.885  0.512
H 2.213 0.344 -2.472  0.322
C -4.669 0.433 -7.471  -1.524
C -4.590 0.213 -5.986  1.026
C -3.410 0.451 -5.294  -1.077
C -3.318 0.210 -3.931  -0.136
C -4.429 -0.269 -3.261  0.297
C -5.626 -0.509 -3.927  -0.720
C -5.698 -0.267 -5.284  -0.812
S -4.358 -0.544 -1.530  1.152
O -5.455 0.106 -0.872  -0.779
O -3.019 -0.217 -1.095  -0.155
N -4.645 -2.145 -1.398  -0.231
C -3.725 -3.155 -1.950  -1.302
C -2.244 -3.019 -1.588  0.440
C -1.493 -2.104 -2.555  0.249
O -1.710 -2.185 -3.749  -0.713
O -0.612 -1.290 -2.040  -0.565
H -3.907 1.134 -7.809  0.371
H -5.646 0.819 -7.762  0.392
H -4.514 -0.508 -8.004  0.299
H -2.540 0.812 -5.829  0.364
H -2.390 0.367 -3.400  0.236
H -6.484 -0.876 -3.379  0.433
H -6.625 -0.450 -5.813  0.385
H -5.006 -2.334 -0.470  0.350
H -3.819 -3.146 -3.037  0.290
H -4.114 -4.107 -1.594  0.522
H -1.783 -4.005 -1.694  0.695
H -2.119 -2.717 -0.546  -0.493
C 4.642 0.567 3.252  -1.977
C 3.385 0.047 2.544  2.499
C 3.774 -1.088 1.590  -2.684
C 2.475 -0.603 3.598  -1.939
P 2.396 1.342 1.604  -0.174
N 1.316 0.682 0.672  -0.062
C 1.530 2.433 2.883  2.668
C 0.290 1.685 3.419  -1.569
C 2.384 2.890 4.073  -2.126
C 1.010 3.691 2.171  -1.917
C 3.540 2.420 0.561  2.314
C 4.527 1.519 -0.198  -2.088
C 2.706 3.119 -0.525  -1.539
C 4.342 3.483 1.320  -1.934
H 5.061 -0.254 3.841  0.526
H 4.441 1.389 3.939  0.295
H 5.414 0.883 2.555  0.333
H 4.209 -1.895 2.185  0.686
H 4.505 -0.800 0.838  0.252
H 2.891 -1.475 1.095  0.868
H 2.979 -1.498 3.972  0.654
H 1.520 -0.919 3.176  0.215
H 2.291 0.044 4.452  0.280
H 0.516 1.079 4.292  0.291
H -0.155 1.038 2.664  0.044
H -0.461 2.419 3.720  0.672
H 2.671 2.062 4.719  0.366
H 1.782 3.574 4.677  0.543
H 3.287 3.424 3.779  0.260
H 0.437 3.439 1.280  0.069
H 1.808 4.382 1.899  0.321
H 0.346 4.220 2.859  0.695
H 4.019 0.704 -0.708  0.237
H 5.296 1.101 0.444  0.294
H 5.031 2.128 -0.954  0.656
H 2.082 2.397 -1.054  -0.007
H 3.394 3.574 -1.243  0.600
H 2.067 3.906 -0.139  0.304
H 4.951 3.066 2.119  0.268
H 3.706 4.261 1.742  0.314
H 5.019 3.971 0.613  0.521

Properties
Relative energy (zero: lowest compared OMol25 entry of this formula, charge and spin) in kcal/mol: 4.3
LUMO energy in eV: 0.118
Gap between HOMO and LUMO in eV: 7.456
HOMO energy in eV: -7.34



[2]
C40H51N8O3P2ReTe | ωB97M-V with the def2-TZVPD basis set

Each line ends with the Löwdin spin population.
Positions of all 106 atoms, in Å:
Re 0.944 0.588 1.488  1.571
C 0.970 0.217 5.062  0.009
P 1.072 1.423 3.709  0.011
C -0.116 2.711 4.179  -0.004
C 2.722 2.174 3.929  -0.003
C 3.747 1.132 3.487  -0.003
P 3.358 0.486 1.798  0.008
C 4.359 1.575 0.742  0.001
C 4.233 -1.102 1.818  0.006
H 1.238 0.692 6.006  0.000
H 1.637 -0.621 4.870  0.000
H -0.046 -0.169 5.136  0.000
H 0.110 3.113 5.168  -0.001
H -1.125 2.296 4.193  0.000
H -0.080 3.522 3.451  0.000
H 2.878 2.502 4.959  -0.001
H 2.766 3.058 3.288  0.000
H 3.743 0.278 4.170  0.000
H 4.761 1.534 3.498  0.000
H 5.369 1.653 1.148  0.000
H 3.915 2.570 0.705  0.000
H 4.407 1.169 -0.263  0.000
H 5.239 -0.948 2.212  0.000
H 4.283 -1.512 0.815  0.001
H 3.704 -1.806 2.458  0.000
C -6.381 -1.539 -0.896  0.000
C -4.985 -1.031 -1.106  0.000
C -3.886 -1.728 -0.627  0.000
C -2.577 -1.304 -0.855  0.000
C -1.459 -2.170 -0.361  0.003
C -2.387 -0.109 -1.554  0.000
Te -0.498 0.637 -2.184  0.001
N 0.872 0.198 -0.769  0.020
C 2.101 0.121 -1.395  0.006
O 2.998 -0.579 -0.949  0.010
C 2.364 0.930 -2.637  0.000
C 2.194 2.312 -2.601  0.001
C 2.519 3.081 -3.710  0.000
C 2.994 2.465 -4.859  0.000
C 3.167 1.086 -4.894  0.000
C 2.868 0.318 -3.783  0.000
C -0.112 -1.083 -3.366  0.001
C 0.673 -2.122 -2.884  0.001
C 0.914 -3.235 -3.675  0.000
C 0.371 -3.303 -4.948  0.000
C -0.403 -2.258 -5.426  0.000
C -0.659 -1.129 -4.649  0.000
C -1.525 -0.039 -5.211  0.000
C -3.476 0.646 -2.020  0.000
C -3.341 1.974 -2.720  0.000
C -4.758 0.153 -1.798  0.000
H -6.403 -2.354 -0.173  0.000
H -6.796 -1.915 -1.832  0.000
H -7.045 -0.749 -0.544  0.000
H -4.038 -2.656 -0.087  0.000
H -1.771 -2.728 0.523  0.001
H -0.573 -1.596 -0.100  0.001
H -1.170 -2.902 -1.118  0.001
H 1.812 2.788 -1.706  0.000
H 2.401 4.155 -3.672  0.000
H 3.238 3.061 -5.728  0.000
H 3.549 0.613 -5.789  0.000
H 3.018 -0.753 -3.794  0.000
H 1.109 -2.072 -1.899  0.000
H 1.527 -4.041 -3.294  0.000
H 0.555 -4.165 -5.575  0.000
H -0.816 -2.308 -6.425  0.000
H -1.534 -0.083 -6.299  0.000
H -1.176 0.962 -4.944  0.000
H -2.557 -0.142 -4.867  0.000
H -2.624 2.628 -2.227  0.000
H -4.301 2.488 -2.721  0.000
H -3.040 1.856 -3.763  0.000
H -5.603 0.729 -2.158  0.000
N 1.341 6.902 1.568  0.018
C 1.410 5.916 0.971  0.008
N 1.518 4.819 0.242  0.064
C 1.319 3.658 0.677  0.068
N 1.181 2.528 0.971  0.028
C -4.569 0.388 2.875  0.000
N -3.376 0.870 2.214  0.001
C -3.345 1.905 1.207  0.000
C -1.918 1.796 0.711  0.002
O -1.453 2.420 -0.218  0.002
N -1.256 0.846 1.449  0.006
C -2.172 0.298 2.277  0.002
N -1.867 -0.705 3.094  0.006
H -5.335 1.157 2.811  0.000
H -4.374 0.205 3.932  0.000
H -4.947 -0.522 2.401  0.000
H -3.530 2.897 1.628  0.000
H -4.045 1.708 0.394  0.000
H -0.973 -1.167 2.907  0.003
H -2.597 -1.211 3.563  0.001
O 0.600 -1.230 2.300  0.165
N 1.270 -2.430 2.156  0.262
C 1.642 -2.893 0.917  0.138
C 2.071 -4.173 0.787  0.050
C 2.098 -5.058 1.895  0.272
C 1.646 -4.563 3.124  0.034
C 1.221 -3.272 3.261  0.189
H 1.652 -2.144 0.145  0.009
H 2.422 -4.492 -0.185  -0.001
H 2.437 -6.076 1.793  0.017
H 1.631 -5.194 4.003  -0.004
H 0.858 -2.829 4.174  0.018

Properties
Relative energy (zero: lowest compared OMol25 entry of this formula, charge and spin) in kcal/mol: 2.4
LUMO energy (alpha / beta) in eV: -2.128 / -2.836
Gap between HOMO and LUMO (alpha / beta) in eV: 5.169 / 7.455
Expectation value of S²: 3.79
Multiplicity: 4
Net charge: +1
HOMO energy (alpha / beta) in eV: -7.30 / -10.29



[3]
C40H51N8O3P2ReTe | ωB97M-V with the def2-TZVPD basis set

Each line ends with the Löwdin spin population.
Positions of all 106 atoms, in Å:
Re 0.314 0.374 0.384  2.384
C -1.424 -4.871 -0.360  0.000
P -1.914 -3.172 0.196  -0.001
C -3.697 -3.586 0.505  -0.001
C -2.177 -2.373 -1.466  0.002
C -0.889 -2.220 -2.257  0.015
P 0.476 -1.290 -1.407  0.071
C 1.713 -2.582 -1.035  0.017
C 1.244 -0.582 -2.921  0.000
H -2.002 -5.186 -1.230  0.000
H -1.622 -5.548 0.470  0.000
H -0.362 -4.921 -0.588  0.000
H -4.049 -4.344 -0.195  0.000
H -4.313 -2.693 0.406  0.000
H -3.795 -3.969 1.521  0.000
H -2.591 -1.380 -1.265  0.000
H -2.913 -2.945 -2.042  0.000
H -1.102 -1.682 -3.186  0.000
H -0.492 -3.205 -2.519  0.001
H 2.074 -3.039 -1.956  0.002
H 1.263 -3.334 -0.394  0.000
H 2.537 -2.115 -0.498  0.001
H 1.356 -1.379 -3.658  -0.001
H 2.226 -0.168 -2.697  0.000
H 0.609 0.202 -3.333  0.000
C -6.762 4.377 -3.923  0.000
C -5.906 3.567 -3.000  0.002
C -4.840 4.135 -2.318  0.000
C -4.050 3.391 -1.452  0.002
C -2.900 4.051 -0.753  0.002
C -4.346 2.039 -1.247  0.011
Te -3.156 0.908 0.159  0.073
N -0.591 -0.510 1.698  -0.017
C -0.724 -0.508 3.032  0.032
O 0.296 -0.442 3.728  0.069
C -2.065 -0.588 3.655  -0.004
C -3.177 -1.074 2.982  0.003
C -4.398 -1.150 3.628  0.000
C -4.515 -0.733 4.945  0.002
C -3.406 -0.246 5.620  0.000
C -2.186 -0.175 4.979  0.000
C -3.706 2.057 1.864  0.008
C -2.668 2.548 2.638  0.001
C -2.924 3.294 3.771  0.000
C -4.236 3.550 4.129  0.001
C -5.273 3.030 3.375  0.000
C -5.034 2.264 2.240  0.002
C -6.171 1.662 1.476  0.002
C -5.407 1.442 -1.934  0.003
C -5.805 0.003 -1.774  0.001
C -6.167 2.220 -2.799  0.000
H -6.342 5.366 -4.087  0.000
H -7.760 4.498 -3.502  0.000
H -6.867 3.875 -4.882  0.000
H -4.618 5.183 -2.460  0.000
H -2.690 5.024 -1.192  0.000
H -2.002 3.432 -0.827  0.000
H -3.131 4.199 0.303  0.000
H -3.058 -1.420 1.966  0.000
H -5.260 -1.540 3.106  0.000
H -5.468 -0.791 5.449  0.000
H -3.497 0.076 6.648  0.000
H -1.304 0.194 5.480  0.000
H -1.653 2.325 2.347  0.000
H -2.106 3.680 4.361  0.000
H -4.452 4.142 5.005  0.000
H -6.294 3.214 3.681  0.000
H -7.067 1.605 2.090  0.000
H -5.898 0.657 1.148  0.001
H -6.403 2.255 0.590  0.000
H -5.095 -0.541 -1.151  0.001
H -5.863 -0.481 -2.746  0.000
H -6.790 -0.060 -1.313  0.000
H -6.994 1.762 -3.325  0.000
N 0.822 5.728 4.195  0.029
C 0.930 4.932 3.370  0.006
N 1.120 4.108 2.393  0.058
C 0.770 2.982 2.037  0.057
N 0.512 1.928 1.571  0.035
C 5.081 3.334 -1.248  0.000
N 3.798 2.677 -1.212  0.003
C 2.607 3.200 -1.847  0.002
C 1.559 2.226 -1.340  0.013
O 0.357 2.190 -1.556  0.022
N 2.162 1.323 -0.541  0.013
C 3.465 1.633 -0.436  0.002
N 4.279 0.949 0.337  0.002
H 5.062 4.076 -2.042  0.000
H 5.877 2.619 -1.467  0.000
H 5.301 3.837 -0.301  0.000
H 2.684 3.170 -2.937  0.000
H 2.394 4.224 -1.527  0.000
H 3.807 0.172 0.866  0.000
H 5.253 1.184 0.424  0.000
O 2.722 -0.880 1.398  0.056
N 2.701 -1.263 2.640  -0.002
C 2.191 -2.465 2.943  0.005
C 2.129 -2.904 4.244  0.000
C 2.609 -2.095 5.264  0.006
C 3.144 -0.860 4.928  -0.001
C 3.189 -0.474 3.609  0.005
H 1.817 -3.032 2.105  0.000
H 1.695 -3.870 4.451  0.000
H 2.551 -2.413 6.293  0.000
H 3.518 -0.188 5.684  0.000
H 3.592 0.477 3.295  0.000

Properties
Relative energy (zero: lowest compared OMol25 entry of this formula, charge and spin) in kcal/mol: 43.1
LUMO energy (alpha / beta) in eV: -2.887 / -3.594
Gap between HOMO and LUMO (alpha / beta) in eV: 6.708 / 6.231
Expectation value of S²: 3.85
Multiplicity: 4
Net charge: +1
HOMO energy (alpha / beta) in eV: -9.59 / -9.82



[4]
C40H52BrF7N5O7S2SiTeV | ωB97M-V with the def2-TZVPD basis set

Each line ends with the Löwdin spin population.
Positions of all 117 atoms, in Å:
V -0.803 1.911 -0.057  1.084
F 1.136 -1.140 -4.166  0.000
C 0.254 -0.211 -3.738  0.000
C 0.245 0.148 -2.407  -0.002
C -0.677 1.086 -1.960  -0.025
C -1.613 1.623 -2.857  -0.003
C -1.522 1.263 -4.196  -0.001
F -2.362 1.791 -5.117  0.000
C -0.600 0.350 -4.663  -0.001
C -2.691 2.424 -2.271  0.002
C -3.796 2.909 -2.935  -0.001
C -4.817 3.498 -2.195  0.003
C -4.735 3.582 -0.834  -0.001
C -3.580 3.105 -0.206  0.004
N -2.579 2.559 -0.920  -0.004
H 0.968 -0.297 -1.737  -0.001
H -0.563 0.081 -5.709  0.000
H -3.876 2.820 -4.003  0.000
H -5.688 3.886 -2.708  0.000
H -5.502 4.030 -0.221  0.000
H -2.632 3.166 1.502  0.001
O -1.286 -1.527 2.153  -0.002
S -2.197 -0.602 1.553  0.002
O -3.230 -1.112 0.697  -0.001
O -1.396 0.444 0.796  -0.004
C -3.047 0.313 2.844  0.000
C -4.338 -0.140 3.083  0.000
C -5.109 0.422 4.088  0.000
C -4.594 1.457 4.852  0.000
C -3.313 1.924 4.606  0.000
C -2.526 1.356 3.616  0.000
S -0.919 2.109 3.331  0.001
O 0.035 1.035 3.340  0.000
O -0.765 3.130 4.330  0.000
O -1.127 2.687 1.967  0.011
H -4.736 -0.930 2.462  0.000
H -6.113 0.057 4.259  0.000
H -5.192 1.913 5.631  0.000
H -2.894 2.745 5.171  0.000
F -1.401 5.511 1.407  -0.003
Te -0.328 4.798 -0.083  0.001
F -0.176 3.992 -1.936  -0.002
F -1.949 5.353 -1.001  -0.003
F 1.643 4.805 -0.382  0.004
F 0.077 6.608 -0.361  0.001
O -3.541 3.184 1.110  0.002
C 2.272 -3.941 -2.027  0.000
C 1.554 -4.350 -0.732  0.000
C 2.271 -5.585 -0.165  0.000
C 1.734 -3.182 0.253  0.000
Si -0.312 -4.704 -1.071  0.000
Br -1.234 -2.681 -1.428  0.000
C -1.238 -5.462 0.437  0.000
C -1.057 -6.987 0.500  0.000
C -2.742 -5.145 0.386  0.000
C -0.722 -4.866 1.755  0.000
C -0.622 -5.680 -2.714  0.000
C -2.098 -6.088 -2.821  0.000
C -0.325 -4.824 -3.956  0.000
C 0.238 -6.951 -2.790  0.000
H 3.288 -3.615 -1.780  0.000
H 1.773 -3.107 -2.526  0.000
H 2.360 -4.769 -2.731  0.000
H 3.324 -5.338 0.011  0.000
H 2.245 -6.432 -0.854  0.000
H 1.851 -5.909 0.787  0.000
H 2.802 -2.949 0.327  0.000
H 1.372 -3.407 1.253  0.000
H 1.225 -2.279 -0.085  0.000
H -1.519 -7.499 -0.346  0.000
H -1.535 -7.366 1.410  0.000
H -0.005 -7.279 0.540  0.000
H -3.232 -5.539 -0.504  0.000
H -2.921 -4.070 0.428  0.000
H -3.225 -5.599 1.258  0.000
H 0.315 -5.132 1.955  0.000
H -1.323 -5.269 2.578  0.000
H -0.820 -3.781 1.780  0.000
H -2.757 -5.220 -2.745  0.000
H -2.391 -6.812 -2.060  0.000
H -2.270 -6.551 -3.799  0.000
H -0.936 -3.922 -3.976  0.000
H -0.563 -5.412 -4.851  0.000
H 0.718 -4.524 -4.028  0.000
H 0.110 -7.599 -1.921  0.000
H 1.299 -6.716 -2.885  0.000
H -0.047 -7.527 -3.678  0.000
C 3.896 1.022 -0.018  0.020
C 2.969 0.473 0.854  -0.007
C 1.622 0.815 0.752  0.005
C 1.218 1.721 -0.229  -0.080
C 2.141 2.257 -1.116  0.007
C 3.478 1.914 -1.004  -0.005
H 4.943 0.754 0.060  0.001
H 3.276 -0.227 1.621  -0.001
H 0.923 0.386 1.457  -0.001
H 1.817 2.943 -1.886  -0.001
H 4.197 2.340 -1.693  -0.001
C 5.407 5.246 1.120  0.000
C 4.980 6.578 1.734  0.000
C 4.202 7.415 0.723  0.000
C 4.195 6.373 3.040  0.000
N 3.046 5.508 2.862  0.000
C 2.965 4.168 2.861  0.000
N 1.800 3.818 2.386  0.000
N 1.181 4.969 2.094  0.001
N 1.894 5.989 2.374  0.000
H 6.115 5.418 0.308  0.000
H 4.550 4.716 0.698  0.000
H 5.891 4.596 1.854  0.000
H 5.880 7.129 2.029  0.000
H 3.286 6.911 0.410  0.000
H 4.811 7.581 -0.167  0.000
H 3.927 8.386 1.137  0.000
H 3.818 7.324 3.414  0.000
H 4.829 5.925 3.806  0.000
H 3.741 3.505 3.200  0.000

Properties
Relative energy (zero: lowest compared OMol25 entry of this formula, charge and spin) in kcal/mol: 0.0
LUMO energy (alpha / beta) in eV: 0.959 / 1.435
Gap between HOMO and LUMO (alpha / beta) in eV: 7.177 / 7.658
Expectation value of S²: 0.79
Multiplicity: 2
Net charge: -1
HOMO energy (alpha / beta) in eV: -6.22 / -6.22



Q: Which of these has the highest relative energy (zero: lowest compared OMol25 entry of this formula, charge and spin)?
A: number 3



Q: relative energy (zero: lowest compared OMol25 entry of this formula, charge and spin) of number 1 (C40H51N6O6PSZr)?
A: 4.3 kcal/mol